Arrangement one

The following is a DFT calculation (ωB97M-V with the def2-TZVPD basis set) of 2 unconnected molecules or ions with the total composition C3H7N3S.

```
14
Properties=species:S:1:pos:R:3
C -2.25998 -0.28921 -0.37758
C 1.75892 -0.00313 1.63409
C 1.33962 1.24598 -0.99465
N -2.37326 0.61970 0.38538
N 0.93212 -1.48495 -0.69430
N -2.04689 -1.35109 -0.91598
S 1.12637 -0.11905 0.05345
H 1.50954 -0.81003 2.30856
H 1.59902 1.05640 1.87606
H 0.42806 1.55175 -1.54252
H 1.65437 2.00055 -0.25349
H -3.17144 1.22517 0.47927
H 0.93248 -2.36557 -0.23110
H -1.42893 -1.27651 -1.72718
```

SMILES: C=S(=C)=N.N=C=N

Arrangement two

The following is a DFT calculation (ωB97M-V with the def2-TZVPD basis set) of a single C3H7N3S molecule.

```
14
Properties=species:S:1:pos:R:3
C -1.76627 -0.60169 -0.52087
C -0.16357 1.21971 -0.31359
C 2.16512 0.70696 0.26274
H -1.61365 -1.27799 -1.39114
H -2.11012 -0.95556 0.41705
H -2.55670 0.40735 -0.71485
H 1.12213 -1.03116 0.80684
H -0.49179 -1.48670 1.19177
H -0.85645 1.80780 -1.08627
H 3.00720 1.12828 0.79988
N -0.51515 -0.09214 -0.05923
N 0.08618 -0.67088 1.00586
N 1.07192 1.56035 0.08801
S 2.62116 -0.71434 -0.48619
```

SMILES: CN(N)/C=N\C=S

Arrangement three

The following is a DFT calculation (ωB97M-V with the def2-TZVPD basis set) of a single C3H7N3S molecule.

```
14
C3H7N3S | OMol25 | ωB97M-V with the def2-TZVPD basis set
C -0.39971 -1.02442 -0.42133
C 0.50370 0.07015 -0.44039
C 1.65860 -0.04895 0.51856
N -1.56653 1.23970 0.05655
N -0.26088 1.34180 -0.08910
N -2.16276 0.18567 -0.09046
S -3.63108 -0.48643 -0.16602
H -0.68771 -1.51640 -1.38103
H -0.66554 -1.51729 0.45697
H 1.00992 0.34774 -1.48753
H 1.40327 -0.03262 1.57229
H 2.53818 0.68526 0.45124
H 2.04103 -1.02186 0.35256
H 0.21951 1.77765 0.66769
```

Question: which arrangement is favored energetically? Ranking from most to least stable: arrangement two, arrangement three, arrangement one.

Arrangement one

The following is a DFT calculation (ωB97M-V with the def2-TZVPD basis set) of a molecular structure, C2H8N4.

```
14
C2H8N4 | OMol25 | ωB97M-V with the def2-TZVPD basis set
C -0.23130 1.45288 -0.12325
C 0.06448 0.00874 0.13950
H 0.50432 2.41781 -0.23780
H -0.77659 1.32414 -1.06219
H -0.88423 1.79674 0.83912
H 1.58027 1.06344 -0.32805
H 1.22515 -1.88672 -0.34880
H 2.81577 -1.33421 0.86515
H -2.39958 0.23521 0.19001
H -2.50133 -1.87276 0.43236
N 1.31335 0.02569 0.10859
N 2.02069 -1.17237 -0.28725
N -0.66592 -1.06436 0.00946
N -2.06508 -0.99423 -0.19684
```

Arrangement two

The following is a DFT calculation (ωB97M-V with the def2-TZVPD basis set) of 2 unconnected molecules or ions with the total composition C2H8N4.

```
14
C2H8N4 | OMol25 | ωB97M-V with the def2-TZVPD basis set
C 2.22020 0.15196 -0.05373
N -1.28144 -0.23755 0.40240
N -0.64731 1.99740 -0.11893
N -2.25911 -1.15057 0.19856
C -0.02670 -0.58769 0.13623
N 0.81248 0.25639 -0.37995
H -2.95810 -1.19020 0.92413
H -2.06131 -2.01763 -0.28704
H -1.63784 1.81636 -0.27938
H -0.24286 2.10374 -1.05007
H 0.28535 -1.60611 0.39444
H 2.82273 0.23416 -0.96077
H 2.48225 0.99698 0.59159
H 2.49165 -0.76724 0.48254
```

Arrangement three

The following is a DFT calculation (ωB97M-V with the def2-TZVPD basis set) of 2 unconnected molecules or ions with the total composition C2H8N4.

```
14
Properties=species:S:1:pos:R:3
N -1.60153 -0.67696 -0.15587
C -0.99364 -1.58995 -0.93838
N 0.26010 -1.57319 -1.20735
H -1.10422 0.15582 0.17158
H -2.41759 -0.92058 0.37392
H -1.63526 -2.43433 -1.19028
H 0.49932 -2.45488 -1.65255
N 1.53921 0.49300 0.61805
C 0.94307 1.67665 0.80918
N -0.31925 1.91920 0.68316
H 1.05921 -0.32249 0.24972
H 2.50974 0.38373 0.84273
H 1.66005 2.47336 1.05313
H -0.39922 2.87061 0.34297
```

SMILES: [H]/N=C/N.[H]/N=C/N

Question: which arrangement is favored energetically? Ranking from most to least stable: arrangement three, arrangement two, arrangement one.

Arrangement one

The following is a DFT calculation (ωB97M-V with the def2-TZVPD basis set) of a molecular structure, H9O4.

```
13
Properties=species:S:1:pos:R:3
O 0.02139 -1.94976 -1.63832
H 1.84630 -0.26548 -0.62288
H 0.54681 -2.73417 -1.73824
O 1.62262 0.54889 -0.92492
H 0.59798 0.94254 -0.36764
H 1.22599 0.25477 -1.87322
O -0.79734 0.54956 2.45513
H -0.73156 -0.39556 2.71638
H -1.16158 1.09824 3.17537
O -0.54585 1.09968 -0.12679
H -0.87439 2.04440 -0.37815
H -0.82978 1.07842 0.89107
H -0.92058 -2.27154 -1.56779
```

Total charge: +1

Arrangement two

The following is a DFT calculation (ωB97M-V with the def2-TZVPD basis set) of a molecular structure, H9O4.

```
13
Properties=species:S:1:pos:R:3
O 0.01331 0.74242 -2.26021
H 0.99926 0.47316 -2.36730
H -0.46895 1.07979 -3.04638
O -0.83691 -1.65236 0.69317
H -1.24544 -2.44477 1.07361
H -1.01232 -0.06011 0.38483
O 1.30351 -0.35899 1.35044
H 1.67283 -0.37678 2.22247
H 0.07020 -1.47060 1.03213
O -0.37582 0.87161 0.29164
H -0.54517 1.82074 0.62225
H 0.66035 0.52738 0.89642
H -0.23485 0.84849 -0.89306
```

Total charge: +1

Arrangement three

The following is a DFT calculation (ωB97M-V with the def2-TZVPD basis set) of 4 unconnected molecules or ions with the total composition H9O4.

```
13
Properties=species:S:1:pos:R:3
O 0.21730 0.23752 -0.63386
H 0.88161 0.17950 0.16217
H -0.60476 -0.15883 -0.28664
H 0.13689 1.25460 -0.69678
O -0.11918 2.82958 -0.64764
H -0.72892 2.88487 -1.39360
H 0.59569 3.45799 -0.80205
O -1.50312 -2.55683 -0.18632
H -2.42433 -2.62214 -0.45579
H -1.20567 -3.43958 0.09242
O 1.32202 -0.40571 1.51745
H 2.11694 -0.31736 2.06394
H 1.31551 -1.34361 1.26672
```

Total charge: +1

Question: which arrangement is favored energetically? Ranking from most to least stable: arrangement three, arrangement one, arrangement two.

Arrangement one

The following is a DFT calculation (ωB97M-V with the def2-TZVPD basis set) of 2 unconnected molecules or ions with the total composition C2H11N2.

```
15
Properties=species:S:1:pos:R:3
N -1.21558 1.68053 0.39898
C -0.27216 2.54089 -0.32371
H -1.22128 1.92100 1.39638
H -2.17115 1.84169 0.06197
H 0.74110 2.34834 0.06724
H -0.48329 3.62006 -0.23756
H -0.29658 2.26170 -1.39052
C 1.34843 -2.07152 0.10553
N -0.13129 -1.98126 -0.10048
H 1.69587 -3.10537 -0.05899
H 1.61115 -1.77154 1.13392
H 1.87480 -1.40699 -0.60012
H -0.38407 -2.26324 -1.06908
H -0.63220 -2.60632 0.56284
H -0.46380 -1.00797 0.05357
```

Total charge: +1

Arrangement two

The following is a DFT calculation (ωB97M-V with the def2-TZVPD basis set) of 2 unconnected molecules or ions with the total composition C2H11N2.

```
15
Properties=species:S:1:pos:R:3
N -0.68281 -1.30331 -1.83254
H -1.66854 -1.21282 -2.10704
H -0.23614 -0.71842 -2.53008
H 0.89410 -1.34020 1.43477
H -0.51514 -2.28709 -2.01286
C -0.33586 1.62534 0.45982
C 0.81875 0.75054 0.85080
N 0.34649 -0.70102 0.85681
H -0.92229 1.24830 -0.37411
H -0.93811 1.90673 1.31314
H 0.03633 2.57458 0.10416
H 1.67031 0.77272 0.17820
H 1.14684 0.97259 1.85573
H 0.34100 -1.10299 -0.09789
H -0.62309 -0.73524 1.16834
```

Total charge: +1

Arrangement three

The following is a DFT calculation (ωB97M-V with the def2-TZVPD basis set) of 2 unconnected molecules or ions with the total composition C2H11N2.

```
15
Properties=species:S:1:pos:R:3
N -2.08176 -1.09076 0.31329
H -3.08125 -0.92795 0.21851
H -1.92241 -1.84718 -0.35558
H -0.92509 0.32922 0.21159
H -1.95293 -1.41949 1.26629
C 1.86684 -0.11993 0.30371
C 0.93259 0.43673 -0.73209
N -0.27480 1.09366 -0.07518
H 1.38360 -0.49196 1.20287
H 2.53255 -0.89142 -0.09460
H 2.54830 0.65836 0.65906
H 1.35065 1.21400 -1.36910
H 0.49077 -0.29788 -1.40679
H -0.77406 1.58513 -0.81242
H -0.09301 1.76945 0.67042
```

Total charge: +1

Question: which arrangement is favored energetically? Ranking from most to least stable: arrangement three, arrangement two, arrangement one.

Arrangement one

The following is a DFT calculation (ωB97M-V with the def2-TZVPD basis set) of a molecular structure, H26NeO13.

```
40
H26NeO13 | OMol25 | ωB97M-V with the def2-TZVPD basis set
Ne -0.17325 0.08230 0.03528
O 0.88046 -0.66088 3.99367
H 0.29598 0.03822 4.28674
H 0.45150 -1.02312 3.21843
O 2.66333 1.11275 -2.47266
H 2.84462 1.02023 -3.40797
H 3.04702 1.95719 -2.23622
O -0.25239 -1.44923 -2.34364
H -0.38166 -0.55234 -2.03522
H -0.94224 -1.58114 -2.99397
O -0.86292 2.97867 0.16280
H -0.14949 2.44763 0.51669
H -1.06314 3.60551 0.85794
O 1.74783 2.28612 1.30794
H 2.18077 1.46946 1.05923
H 2.12905 2.94591 0.72864
O 3.42149 -2.20681 0.32832
H 3.14191 -1.31161 0.51992
H 4.37737 -2.17280 0.36529
O -0.13926 1.43636 -2.28203
H 0.77903 1.24362 -2.47127
H -0.11293 1.98198 -1.49600
O -0.63379 -3.42315 -0.21494
H 0.20377 -3.86337 -0.07027
H -0.53011 -2.98097 -1.05753
O -3.68226 -1.83503 -1.68488
H -3.60539 -0.88824 -1.56696
H -3.55257 -2.19734 -0.80844
O -3.56602 0.84268 -0.86165
H -3.21495 0.81038 0.02826
H -4.49987 1.01744 -0.74503
O 3.46255 0.51976 0.22292
H 4.40939 0.62867 0.13421
H 3.11845 0.68752 -0.65440
O -2.59756 0.54339 1.83101
H -3.50547 0.43035 2.11231
H -2.27481 1.27891 2.35167
O -1.04959 -1.89774 2.12661
H -1.60875 -1.14015 1.95446
H -0.75612 -2.18113 1.26070
```

Arrangement two

The following is a DFT calculation (ωB97M-V with the def2-TZVPD basis set) of a molecular structure, H26NeO13.

```
40
H26NeO13 | OMol25 | ωB97M-V with the def2-TZVPD basis set
Ne 3.99239 -0.22444 12.31091
O 4.86446 -4.08240 12.35218
H 5.01831 -4.05552 13.29654
H 5.11144 -4.97040 12.09395
O 0.16388 0.51488 12.42760
H 0.30641 0.40257 13.36745
H -0.60047 1.08795 12.36758
O 7.24276 -2.67393 12.10929
H 6.36236 -3.04790 12.14483
H 7.10970 -1.77499 11.80857
O 3.18225 -2.71796 10.42384
H 3.49251 -1.96793 9.91647
H 3.96410 -3.04832 10.86634
O 3.23593 -2.24410 14.35513
H 3.07136 -1.45614 14.87307
H 2.56457 -2.22752 13.67306
O 5.46848 2.35890 12.00158
H 6.32742 2.64454 12.31280
H 4.84484 2.81003 12.57062
O 1.14560 2.61483 10.77874
H 1.24514 1.76538 11.20856
H 0.36538 2.51761 10.23282
O 3.76660 0.53696 15.62887
H 3.95174 0.62811 16.56355
H 4.60978 0.30694 15.23851
O 1.45556 -2.00650 12.40022
H 1.01762 -1.22142 12.07148
H 2.08352 -2.23569 11.71510
O 6.84725 -0.09054 11.32789
H 6.21477 0.58533 11.57160
H 6.76552 -0.16404 10.37702
O 3.65848 3.79501 13.82701
H 2.86999 4.10742 13.38325
H 3.38289 2.99190 14.26895
O 4.58496 -1.25407 8.68989
H 4.17622 -0.55407 8.18080
H 4.83977 -1.90732 8.03830
O 5.16396 2.78944 9.26827
H 5.27117 2.79699 10.21942
H 6.05779 2.79882 8.92594
```

Question: which arrangement is favored energetically? Ranking from most to least stable: arrangement two, arrangement one.

Arrangement one

The following is a DFT calculation (ωB97M-V with the def2-TZVPD basis set) of 2 unconnected molecules or ions with the total composition C2H10N2O.

```
15
Properties=species:S:1:pos:R:3
C 0.39983 0.08239 -1.22138
C 0.51064 -1.41806 -0.67852
N 1.16200 -1.49326 0.61258
N 0.18881 1.00234 -0.12736
H 1.27882 0.24694 -1.84495
H -0.52934 0.02416 -1.79867
H -0.51504 -1.76121 -0.59180
H 1.00594 -1.97882 -1.46322
H 2.01551 -2.03777 0.65111
H 0.56967 -1.77690 1.36485
H 0.28678 0.52878 0.75547
H 0.53179 1.93386 -0.23666
H -2.76820 2.78123 1.32428
H -2.00593 1.53295 1.36617
O -2.13128 2.33337 1.88811
```

SMILES: NCCN.O

Arrangement two

The following is a DFT calculation (ωB97M-V with the def2-TZVPD basis set) of 2 unconnected molecules or ions with the total composition C2H10N2O.

```
15
Properties=species:S:1:pos:R:3
C 1.13149 1.93548 0.56944
O 1.20562 0.85302 -0.40896
H 0.23777 1.78306 1.19042
H 2.03830 2.03655 1.20454
H 0.92833 2.95295 0.11864
H 1.79190 1.19066 -1.11888
N -1.03768 -0.59213 -1.17316
C -1.39734 -1.55117 -0.16163
N -0.31816 -1.73207 0.82651
H -0.92799 0.36612 -0.73710
H -0.07688 -1.00430 -1.52121
H -2.30064 -1.25540 0.39733
H -1.60689 -2.49658 -0.64190
H -0.13619 -0.80860 1.30227
H 0.46835 -1.67760 0.15369
```

SMILES: NCN.CO

Question: which arrangement is favored energetically? Ranking from most to least stable: arrangement one, arrangement two.

Arrangement one

The following is a DFT calculation (ωB97M-V with the def2-TZVPD basis set) of a gas-phase ion, C3H4NO (charge +1).

```
9
Properties=species:S:1:pos:R:3
C 0.39627 0.89286 -0.36031
C -1.24285 -0.13610 0.72924
C 0.94624 -0.36440 -0.45561
N 0.40577 -1.46029 -0.04555
O -0.78621 -1.29318 0.65761
H 0.33130 1.47700 -1.28222
H -2.22520 -0.05942 1.29164
H 1.75608 -0.42618 -1.16695
H 0.41859 1.36971 0.63215
```

Total charge: +1

Arrangement two

The following is a DFT calculation (ωB97M-V with the def2-TZVPD basis set) of a molecular structure, C3H4NO.

```
9
Properties=species:S:1:pos:R:3
C -0.47808 0.66576 -1.19416
C -0.59314 0.38522 0.59528
C 0.68590 -0.57130 -0.13432
N -1.25698 1.13656 -0.43519
O 0.79950 -0.07206 -1.39065
H -1.21123 -0.41156 1.00792
H 0.10654 1.13354 1.26463
H 1.75539 -0.60297 0.33890
H 0.19209 -1.66318 -0.05241
```

Total charge: +1

Arrangement three

The following is a DFT calculation (ωB97M-V with the def2-TZVPD basis set) of a gas-phase ion, C3H4NO (charge +1).

```
9
Properties=species:S:1:pos:R:3
C -0.24546 -1.34393 0.09628
C -0.54805 1.71853 -0.77915
C 0.60602 -0.08565 0.47509
N 0.09038 1.00293 -0.15475
O -1.20316 -1.28972 -0.58811
H 0.17952 -2.25188 0.54598
H -1.09731 2.44414 -1.32878
H 0.57203 0.05649 1.56433
H 1.64603 -0.25091 0.16910
```

Total charge: +1
SMILES: C#[N+]CC=O

Question: which arrangement is favored energetically? Ranking from most to least stable: arrangement three, arrangement one, arrangement two.

Arrangement one

The following is a DFT calculation (ωB97M-V with the def2-TZVPD basis set) of a gas-phase ion, C3H4NO (charge +1).

```
9
Properties=species:S:1:pos:R:3
C -1.29161 0.01098 0.03522
C 0.28846 0.77174 0.04715
C 0.33263 -0.84386 0.01883
N -1.12662 1.19121 -0.06656
O -1.11786 -1.20480 -0.00606
H 0.59908 1.38468 0.95854
H 0.85875 1.11885 -0.76852
H 0.62999 -1.06721 -1.00774
H 0.82718 -1.36160 0.78913
```

Total charge: +1

Arrangement two

The following is a DFT calculation (ωB97M-V with the def2-TZVPD basis set) of a gas-phase ion, C3H4NO (charge +1).

```
9
Properties=species:S:1:pos:R:3
C 0.27200 1.19988 -0.03856
C 1.72272 0.46604 0.09872
C -0.06517 -0.98510 0.03248
N -0.61118 0.30198 0.10841
O 1.32765 -0.75697 0.03922
H 0.00102 2.29148 -0.05895
H -0.60189 -1.73535 0.75833
H -0.36365 -1.24368 -0.99071
H -1.68149 0.46173 0.05106
```

Total charge: +1

Question: which arrangement is favored energetically? Ranking from most to least stable: arrangement two, arrangement one.